{"formula": "C20H19N2O3Pt", "method": "ωB97M-V/def2-TZVPD", "energy_ev": -33408.9102, "gap_ev": [6.8, 5.8], "spin_multiplicity": 3, "e_above_lowest_kj_mol": 33.5, "lumo_energy_ha": [-0.1411, -0.1871], "charge": 1, "elements": ["Pt", "C", "O", "C", "C", "C", "C", "C", "C", "N", "N", "C", "C", "O", "C", "C", "C", "C", "C", "C", "C", "C", "H", "H", "H", "H", "H", "H", "H", "H", "H", "H", "H", "H", "H", "C", "C", "C", "O", "H", "H", "H", "H", "H", "H"], "coordinates": [[-0.291, 0.295, 0.284], [1.612, -2.506, 0.774], [0.622, -1.825, -0.006], [-0.122, -2.550, -0.909], [0.154, -3.872, -1.213], [-0.620, -4.535, -2.154], [-1.663, -3.884, -2.794], [-1.942, -2.565, -2.487], [-1.187, -1.889, -1.535], [-1.441, -0.531, -1.190], [-2.503, -0.030, -1.678], [-2.875, 1.250, -1.526], [-2.104, 2.294, -0.909], [-0.986, 2.117, -0.298], [-2.562, 3.645, -1.016], [-3.725, 3.943, -1.630], [-4.556, 2.933, -2.215], [-5.768, 3.272, -2.835], [-6.560, 2.301, -3.396], [-6.153, 0.963, -3.343], [-4.968, 0.611, -2.739], [-4.140, 1.590, -2.168], [1.159, -3.331, 1.323], [2.002, -1.770, 1.468], [2.411, -2.869, 0.128], [0.971, -4.389, -0.733], [-0.395, -5.566, -2.392], [-2.255, -4.399, -3.536], [-2.743, -2.039, -2.985], [-1.933, 4.406, -0.573], [-4.056, 4.973, -1.687], [-6.068, 4.312, -2.863], [-7.494, 2.564, -3.873], [-6.778, 0.195, -3.778], [-4.674, -0.427, -2.694], [-1.116, 1.622, 3.331], [-0.299, 0.381, 3.386], [0.038, -0.213, 4.715], [0.095, -0.199, 2.371], [-0.714, 2.364, 4.022], [-2.120, 1.378, 3.691], [-1.182, 2.026, 2.322], [-0.238, 0.437, 5.541], [1.104, -0.438, 4.753], [-0.496, -1.161, 4.809]], "mulliken_spin": [1.298, 0.000, 0.027, 0.008, -0.007, 0.020, -0.009, 0.006, 0.011, 0.237, -0.056, 0.029, 0.078, 0.227, 0.029, -0.021, 0.022, -0.022, 0.033, -0.021, 0.045, -0.010, 0.001, 0.002, 0.002, -0.001, 0.001, 0.000, 0.001, -0.003, -0.001, 0.000, 0.001, -0.001, 0.004, 0.005, 0.007, 0.005, 0.050, 0.001, 0.000, 0.001, 0.000, 0.001, 0.001]}

{"formula": "C20H19N5O3PdS", "method": "ωB97M-V/def2-TZVPD", "energy_ev": -48953.1327, "gap_ev": [7.2, 6.0], "spin_multiplicity": 5, "lumo_energy_ha": [-0.0026, -0.0823], "elements": ["Pd", "N", "C", "S", "N", "N", "C", "C", "C", "C", "C", "C", "C", "O", "H", "H", "H", "H", "H", "H", "H", "C", "C", "O", "C", "C", "C", "N", "N", "C", "O", "C", "C", "C", "C", "C", "C", "H", "H", "H", "H", "H", "H", "H", "H", "H", "H", "H", "H"], "coordinates": [[-0.593, 1.314, 0.287], [0.933, 5.182, 1.563], [0.306, 4.003, 1.418], [-0.749, 3.771, 0.096], [0.546, 3.148, 2.444], [-0.062, 1.996, 2.292], [-0.058, 1.200, 3.345], [-0.808, 0.020, 3.428], [-0.595, -0.806, 4.570], [-1.271, -1.969, 4.744], [-2.241, -2.382, 3.777], [-2.519, -1.621, 2.694], [-1.839, -0.368, 2.459], [-2.170, 0.323, 1.469], [0.871, 5.863, 0.828], [1.559, 5.321, 2.337], [0.534, 1.507, 4.204], [0.138, -0.489, 5.303], [-1.081, -2.583, 5.615], [-2.762, -3.322, 3.917], [-3.253, -1.916, 1.957], [3.435, 1.577, -1.948], [2.318, 1.059, -1.083], [1.224, 1.625, -1.170], [2.608, -0.004, -0.133], [1.627, -0.713, 0.478], [1.843, -1.440, 1.775], [0.355, -0.711, -0.035], [0.254, -1.033, -1.309], [-0.808, -0.485, -1.951], [-1.458, 0.508, -1.550], [-1.133, -1.079, -3.279], [-2.002, -0.398, -4.126], [-2.334, -0.935, -5.361], [-1.805, -2.159, -5.751], [-0.940, -2.843, -4.906], [-0.601, -2.303, -3.674], [3.809, 2.513, -1.528], [3.038, 1.794, -2.938], [4.257, 0.866, -2.021], [3.632, -0.122, 0.202], [2.780, -1.998, 1.728], [1.025, -2.130, 1.978], [1.920, -0.736, 2.607], [-2.408, 0.550, -3.799], [-3.007, -0.400, -6.020], [-2.067, -2.580, -6.714], [-0.529, -3.797, -5.211], [0.080, -2.819, -3.010]], "mulliken_spin": [1.387, 0.060, -0.022, 0.285, 0.291, 0.227, -0.037, 0.152, -0.072, 0.125, -0.021, 0.066, 0.071, 0.233, 0.000, -0.004, 0.001, -0.003, 0.006, 0.001, 0.000, 0.014, 0.007, 0.090, 0.124, -0.074, 0.056, 0.443, 0.304, -0.006, 0.224, 0.023, 0.015, -0.008, 0.018, -0.010, 0.033, 0.003, 0.000, -0.004, 0.009, -0.003, -0.007, -0.004, 0.001, 0.000, 0.001, -0.001, 0.005]}

What did the first record say?
{"formula": "C20H19N2O3Pt", "method": "ωB97M-V/def2-TZVPD", "energy_ev": -33408.9102, "gap_ev": [6.8, 5.8], "spin_multiplicity": 3, "e_above_lowest_kj_mol": 33.5, "lumo_energy_ha": [-0.1411, -0.1871], "charge": 1, "elements": ["Pt", "C", "O", "C", "C", "C", "C", "C", "C", "N", "N", "C", "C", "O", "C", "C", "C", "C", "C", "C", "C", "C", "H", "H", "H", "H", "H", "H", "H", "H", "H", "H", "H", "H", "H", "C", "C", "C", "O", "H", "H", "H", "H", "H", "H"], "coordinates": [[-0.291, 0.295, 0.284], [1.612, -2.506, 0.774], [0.622, -1.825, -0.006], [-0.122, -2.550, -0.909], [0.154, -3.872, -1.213], [-0.620, -4.535, -2.154], [-1.663, -3.884, -2.794], [-1.942, -2.565, -2.487], [-1.187, -1.889, -1.535], [-1.441, -0.531, -1.190], [-2.503, -0.030, -1.678], [-2.875, 1.250, -1.526], [-2.104, 2.294, -0.909], [-0.986, 2.117, -0.298], [-2.562, 3.645, -1.016], [-3.725, 3.943, -1.630], [-4.556, 2.933, -2.215], [-5.768, 3.272, -2.835], [-6.560, 2.301, -3.396], [-6.153, 0.963, -3.343], [-4.968, 0.611, -2.739], [-4.140, 1.590, -2.168], [1.159, -3.331, 1.323], [2.002, -1.770, 1.468], [2.411, -2.869, 0.128], [0.971, -4.389, -0.733], [-0.395, -5.566, -2.392], [-2.255, -4.399, -3.536], [-2.743, -2.039, -2.985], [-1.933, 4.406, -0.573], [-4.056, 4.973, -1.687], [-6.068, 4.312, -2.863], [-7.494, 2.564, -3.873], [-6.778, 0.195, -3.778], [-4.674, -0.427, -2.694], [-1.116, 1.622, 3.331], [-0.299, 0.381, 3.386], [0.038, -0.213, 4.715], [0.095, -0.199, 2.371], [-0.714, 2.364, 4.022], [-2.120, 1.378, 3.691], [-1.182, 2.026, 2.322], [-0.238, 0.437, 5.541], [1.104, -0.438, 4.753], [-0.496, -1.161, 4.809]], "mulliken_spin": [1.298, 0.000, 0.027, 0.008, -0.007, 0.020, -0.009, 0.006, 0.011, 0.237, -0.056, 0.029, 0.078, 0.227, 0.029, -0.021, 0.022, -0.022, 0.033, -0.021, 0.045, -0.010, 0.001, 0.002, 0.002, -0.001, 0.001, 0.000, 0.001, -0.003, -0.001, 0.000, 0.001, -0.001, 0.004, 0.005, 0.007, 0.005, 0.050, 0.001, 0.000, 0.001, 0.000, 0.001, 0.001]}